# 1
C2H2S3 | ωB97M-V/def2-TZVPD

Structure (XYZ):
```
7
Properties=species:S:1:pos:R:3
C 1.52285 0.68164 -0.13970
C 1.63778 -0.46320 0.22904
S -1.13435 1.15944 0.35493
S -2.68492 -1.66149 0.32746
S -2.48756 0.10000 -0.59789
H 1.32079 1.74745 -0.40832
H 1.82541 -1.56385 0.23449
```

Calculated values
Total energy in hartree: -1271.84082
LUMO level (alpha / beta) in eV: -2.50 / -2.50
Charge: 0

Electronic structure analysis, natural (NBO) charges in units of e:
1 C -0.2720
2 C -0.2192
3 S -0.1373
4 S -0.2444
5 S 0.3529
6 H 0.2623
7 H 0.2576


# 2
C10H15N3O5Se3TeV | ωB97M-V/def2-TZVPD

Structure (XYZ):
```
38
Properties=species:S:1:pos:R:3
V 0.99022 -0.12817 -0.07657
O -1.91101 1.21775 -0.50534
C -2.88942 0.17908 -0.46692
C -2.39389 -1.09663 0.19734
N -1.08726 -1.65673 -0.24749
C -1.03980 -1.96564 -1.71377
C -0.42183 -0.75541 -2.38148
O -0.99827 -0.06600 -3.19554
O 0.78661 -0.46230 -1.85471
C -0.64252 -2.68914 0.73972
C -0.08352 -1.92411 1.92673
O -0.43427 -2.08391 3.06025
O 0.81288 -1.01355 1.51949
H -1.63802 1.31452 -1.43324
H -3.72621 0.54111 0.12137
H -3.24419 -0.02787 -1.47420
H -2.30087 -0.90142 1.26289
H -3.17201 -1.84866 0.05354
H -0.40134 -2.83348 -1.89202
H -2.02561 -2.14000 -2.12512
H -1.44785 -3.32538 1.06896
H 0.15118 -3.30172 0.30016
Se 3.35927 -0.03152 0.10480
Se 4.06077 -1.53512 -1.56094
Te 3.48505 -3.83514 -0.59328
Se 1.96517 -4.99295 -2.17238
C 1.29080 2.14392 2.67413
C 1.13937 2.60140 1.26505
N 1.04639 1.86929 0.15532
C 1.03509 2.76032 -0.93308
C 1.12608 4.00848 -0.47141
N 1.19385 3.88680 0.91286
H 0.78678 1.21146 2.83225
H 0.89436 2.89137 3.36873
H 2.33647 1.98115 2.89519
H 0.98617 2.40418 -1.94472
H 1.16339 4.96149 -0.97972
H 1.24797 4.64255 1.56316
```

Calculated values
2S+1: 3
Total energy in hartree: -9347.05996
LUMO level (alpha / beta) in eV: 1.98 / 1.98
Charge: -1

Electronic structure analysis, natural (NBO) charges in units of e:
1 V 1.3635
2 O -0.7278
3 C -0.0761
4 C -0.2378
5 N -0.4612
6 C -0.3515
7 C 0.8031
8 O -0.6329
9 O -0.7865
10 C -0.3363
11 C 0.7914
12 O -0.6039
13 O -0.8144
14 H 0.4939
15 H 0.1764
16 H 0.1807
17 H 0.2086
18 H 0.1824
19 H 0.2812
20 H 0.1962
21 H 0.1983
22 H 0.2702
23 Se -0.3929
24 Se -0.2042
25 Te 0.1252
26 Se -0.8212
27 C -0.6627
28 C 0.4176
29 N -0.5618
30 C -0.0580
31 C -0.0902
32 N -0.5030
33 H 0.2739
34 H 0.2164
35 H 0.2527
36 H 0.2512
37 H 0.2243
38 H 0.4154


# 3
C51H73Cl43FN3O5PS3 | ωB97M-V/def2-TZVPD

Structure (XYZ):
```
180
Properties=species:S:1:pos:R:3
C -7.01249 3.56304 -3.81461
C -6.12245 2.80368 -4.08881
C -4.84504 2.02008 -4.45786
C -3.67806 2.54776 -3.53149
C -3.22592 1.81108 -2.40144
C -2.18111 2.27754 -1.49904
C -1.61458 3.54706 -1.80908
C -2.05594 4.30321 -2.95951
C -3.07474 3.83223 -3.83272
O -3.57742 4.50296 -4.93040
C -2.56057 4.92270 -5.84166
C -1.95979 3.79731 -6.73674
O -2.90615 2.86064 -7.21251
C -2.30836 1.59385 -7.49609
C -3.28241 0.42810 -7.08865
S -0.34764 4.27094 -0.74738
C 0.10294 2.89062 0.32412
C 1.27519 3.06255 1.14035
C 1.70452 2.00230 2.01807
P 3.19393 2.11491 3.16677
O 2.50145 2.39738 4.69465
Cl 4.33457 3.83368 2.75841
C 0.97342 0.75573 2.03737
C 1.50617 -0.35357 2.98242
C 2.91895 -0.94198 2.60024
C 2.88638 -2.38802 2.00173
S 4.12727 -2.60107 0.65787
C 5.67149 -1.83987 1.21030
S 6.63186 -2.48634 2.38411
N 6.09630 -0.64755 0.57095
C 5.83599 -0.29471 -0.76023
C 6.44684 0.94482 -0.96715
N 7.07149 1.38569 0.22096
C 6.84200 0.40528 1.06794
C -0.18782 0.62355 1.21258
C -0.91007 -0.76158 1.29867
C -0.23836 -1.71116 0.22599
C -0.38032 -3.23313 0.55113
F 1.09071 -1.34596 -0.06274
C -0.68012 1.69237 0.34296
N -1.88785 1.40310 -0.38228
C -3.01865 1.64053 0.61354
O -3.94268 0.82397 0.65884
O -2.93244 2.65873 1.35771
H -8.02639 3.94757 -3.73736
H -5.02526 0.95496 -4.26820
H -4.66189 2.26555 -5.51858
H -3.70909 0.83784 -2.20712
H -1.58014 5.28402 -3.15806
H -1.78234 5.51055 -5.30833
H -3.05870 5.64703 -6.53121
H -1.10163 3.34602 -6.18954
H -1.51370 4.31985 -7.62554
H -1.36301 1.41532 -6.94086
H -2.12178 1.54292 -8.59692
H -3.07284 0.22111 -6.01197
H -3.13147 -0.46495 -7.72418
H -4.32026 0.80660 -7.12844
H 1.87354 3.99176 1.15597
H 1.62701 2.78841 4.48327
H 0.81389 -1.20444 3.12352
H 1.62239 0.11765 3.98816
H 3.49355 -1.01500 3.55464
H 3.51562 -0.24345 1.97240
H 3.15171 -3.15117 2.77092
H 1.85945 -2.61794 1.67827
H 5.28096 -0.89524 -1.50877
H 6.50536 1.56033 -1.87164
H 7.21313 0.38641 2.10401
H -1.98248 -0.69686 1.01780
H -0.87113 -1.18146 2.32233
H -0.81859 -1.53588 -0.71103
H -0.29196 -3.81336 -0.39609
H 0.33150 -3.59174 1.32121
H -1.42561 -3.41902 0.93011
C -1.07987 7.00746 1.20918
Cl 0.30316 7.89077 1.84919
Cl -1.51487 7.60184 -0.38692
H -0.82653 5.95498 1.13023
H -1.92269 7.13464 1.88124
C -3.41002 -5.63188 2.06765
Cl -2.97589 -4.13347 2.90778
Cl -2.86388 -5.60063 0.38730
H -2.94256 -6.46678 2.57411
H -4.48942 -5.74769 2.08518
C -7.20896 7.25723 -5.83233
Cl -8.67280 8.22307 -5.56181
Cl -7.41713 5.58651 -5.26951
H -6.99070 7.24380 -6.89657
H -6.38984 7.71282 -5.29653
C -4.50468 7.97863 -2.16752
Cl -5.52190 7.07975 -3.27705
Cl -3.36209 8.99346 -3.04483
H -5.12423 8.60599 -1.53416
H -3.94953 7.27125 -1.55862
C -7.14967 -0.79776 -6.49826
Cl -6.66661 0.65920 -5.61608
Cl -6.56521 -0.77865 -8.16980
H -6.73692 -1.66771 -5.99389
H -8.23811 -0.85136 -6.50675
C -10.65538 1.04682 -8.20149
Cl -9.26171 1.35371 -9.23793
Cl -10.34334 -0.26958 -7.05809
H -10.88092 1.94864 -7.64074
H -11.50231 0.77487 -8.82346
C 8.84291 -5.18904 1.38494
Cl 10.31193 -4.82434 0.47407
Cl 9.07100 -6.58452 2.44894
H 8.58351 -4.32651 1.98843
H 8.04062 -5.40702 0.68699
C -2.39256 -3.59172 6.50778
Cl -1.00880 -3.26434 5.46354
Cl -2.03080 -4.86588 7.68210
H -2.65135 -2.68390 7.04338
H -3.22853 -3.91002 5.89198
C 10.15603 -0.63101 3.11059
Cl 8.93415 0.24473 4.03708
Cl 9.97908 -2.37762 3.31245
H 10.05171 -0.38647 2.05690
H 11.13859 -0.33385 3.46393
C 5.10985 6.81608 4.75843
Cl 3.57365 7.64178 4.50965
Cl 6.43812 7.96798 4.96429
H 5.03757 6.20033 5.64924
H 5.31489 6.19233 3.89307
C -10.71148 6.16286 -3.29866
Cl -10.73668 4.46777 -3.80192
Cl -11.51655 6.38607 -1.73982
H -9.67884 6.48689 -3.21171
H -11.22392 6.75815 -4.04722
C 14.04233 -3.03902 0.48864
Cl 12.61954 -2.50638 1.38991
Cl 13.87527 -2.70491 -1.24119
H 14.91464 -2.50984 0.86491
H 14.16601 -4.10893 0.62953
C -7.47087 -0.78068 -2.16417
Cl -5.84179 -1.35742 -2.51451
Cl -7.69686 0.83480 -2.81681
H -8.18505 -1.46016 -2.62180
H -7.62168 -0.75401 -1.08912
C 4.94374 -2.75161 -4.51236
Cl 5.71164 -1.43932 -5.41363
Cl 4.69647 -2.31400 -2.81695
H 3.98002 -2.96949 -4.96194
H 5.58127 -3.62893 -4.55800
C -0.78309 -8.14487 8.18687
Cl -0.79809 -9.83183 7.64934
Cl -1.56486 -7.96250 9.76103
H 0.24662 -7.81073 8.26530
H -1.31352 -7.54060 7.45840
C -5.07068 -9.42083 2.90958
Cl -3.74488 -8.38296 3.45090
Cl -5.63141 -8.96004 1.29841
H -4.72210 -10.44827 2.88069
H -5.89542 -9.32858 3.60906
C 1.11748 -12.26049 9.45693
Cl 1.10485 -13.94593 8.91957
Cl 0.32928 -12.07817 11.02790
H 2.14702 -11.92641 9.53972
H 0.58720 -11.65533 8.72816
C -0.38350 4.89645 5.34343
Cl 0.30320 3.62511 6.35404
Cl -0.35469 4.38736 3.65919
H -1.40921 5.08081 5.64847
H 0.20392 5.80310 5.45687
C 5.59164 0.72557 6.47871
Cl 6.22333 -0.56427 7.51313
Cl 5.71314 0.30187 4.76913
H 4.54713 0.89369 6.72417
H 6.16421 1.63042 6.65706
C -4.91558 -5.85456 -2.47913
Cl -5.49786 -6.76716 -3.88096
Cl -5.53219 -4.21001 -2.44033
H -5.23961 -6.35853 -1.57386
H -3.83183 -5.80594 -2.51094
C 16.99312 0.23710 1.36925
Cl 15.75119 1.10278 2.27736
Cl 16.84190 -1.51399 1.57570
H 16.88853 0.47521 0.31539
H 17.97028 0.54790 1.72493
```

Calculated values
Total energy in hartree: -23951.45134
LUMO level in eV: 0.59
Charge: -1

Atom charges from the Löwdin analysis, given in e for atoms 1 to 99:
1 C -0.1410
2 C -0.2660
3 C -0.2490
4 C -0.0937
5 C 0.0669
6 C -0.1846
7 C -0.3920
8 C -0.0240
9 C -0.2283
10 O -0.0783
11 C -0.1519
12 C -0.1941
13 O -0.1482
14 C -0.2512
15 C -0.0796
16 S 0.9814
17 C -0.4061
18 C -0.1464
19 C -0.3393
20 P 0.6156
21 O -0.4200
22 Cl 0.1960
23 C -0.1625
24 C -0.1481
25 C -0.2696
26 C -0.4353
27 S 0.8376
28 C -0.9721
29 S 0.6917
30 N -0.1431
31 C -0.1129
32 C -0.1133
33 N 0.0691
34 C -0.2095
35 C -0.0537
36 C -0.0613
37 C -0.3206
38 C -0.0715
39 F -0.0426
40 C -0.1451
41 N 0.0476
42 C -0.7028
43 O -0.0177
44 O -0.0350
45 H -0.0395
46 H 0.0079
47 H 0.0745
48 H 0.1013
49 H 0.1055
50 H 0.1204
51 H 0.1291
52 H 0.1234
53 H 0.1299
54 H 0.1144
55 H 0.1171
56 H 0.0810
57 H 0.0735
58 H 0.0198
59 H 0.0811
60 H -0.0614
61 H 0.0933
62 H 0.0969
63 H 0.0698
64 H 0.0643
65 H 0.0794
66 H 0.0298
67 H -0.0448
68 H 0.0987
69 H 0.0428
70 H 0.1107
71 H 0.0982
72 H 0.1443
73 H 0.0773
74 H 0.0663
75 H -0.0052
76 C -1.0588
77 Cl 0.4954
78 Cl 0.5338
79 H -0.0607
80 H 0.0326
81 C -1.0291
82 Cl 0.5564
83 Cl 0.5753
84 H -0.0810
85 H 0.0206
86 C -1.0053
87 Cl 0.5081
88 Cl 0.6085
89 H 0.0287
90 H -0.0652
91 C -1.0205
92 Cl 0.6063
93 Cl 0.4947
94 H 0.0318
95 H -0.0188
96 C -0.9615
97 Cl 0.6741
98 Cl 0.5092
99 H 0.0308


# 4
C5H10BrCl | ωB97M-V/def2-TZVPD

Structure (XYZ):
```
17
Properties=species:S:1:pos:R:3
C -1.62535 1.43235 1.35449
C 1.92005 0.05718 -1.09340
C 0.38475 -1.86498 -0.36885
C -1.38682 0.90888 -0.01771
C 1.12567 -0.61847 -0.08276
Cl 1.58774 -0.29508 1.58400
Br -2.66382 -0.62194 -0.29606
H -1.74029 0.76713 2.18635
H -0.76090 2.07030 1.60922
H -2.50093 2.17518 1.47640
H 2.86900 0.40372 -0.75628
H 2.27642 -0.54284 -1.88497
H 1.42536 0.89660 -1.53040
H -0.53460 -1.73991 -0.72588
H 0.26016 -2.40879 0.58270
H 0.99509 -2.36497 -1.21789
H -1.63151 1.74564 -0.81896
```

Calculated values
Total energy in hartree: -3230.55571
LUMO level (alpha / beta) in eV: -0.63 / 0.38
Charge: 0

Electronic structure analysis, natural (NBO) charges in units of e:
1 C -0.7363
2 C -0.7167
3 C -0.6867
4 C -0.1668
5 C 0.1193
6 Cl -0.0223
7 Br -0.0547
8 H 0.2319
9 H 0.2303
10 H 0.2267
11 H 0.2328
12 H 0.2224
13 H 0.2362
14 H 0.2381
15 H 0.2354
16 H 0.2123
17 H 0.1980


# 5
C22H15Br2N5O5RuS2 | ωB97M-V/def2-TZVPD

Structure (XYZ):
```
52
Properties=species:S:1:pos:R:3
Ru 0.20541 -1.64456 0.40358
S -1.64533 -1.02262 -0.78487
C -1.03916 -1.61666 -2.33686
N -1.85105 -1.81146 -3.40488
N -3.13328 -1.61715 -3.17118
C -4.08151 -1.77246 -4.17318
C -5.42787 -1.59914 -3.84991
C -6.39563 -1.74137 -4.82786
C -6.03762 -2.05609 -6.13281
C -4.69550 -2.22833 -6.44543
C -3.71252 -2.08975 -5.47970
N 0.22396 -1.86922 -2.56874
N 1.02284 -1.68148 -1.47669
C 2.28217 -1.47960 -1.70591
C 3.12413 -1.12266 -0.50866
C 4.58078 -0.99703 -0.82237
C 5.06350 -1.08285 -2.06122
C 4.17518 -1.30049 -3.19328
C 2.85706 -1.49085 -3.03289
H -3.44081 -1.42883 -2.21986
H -5.70694 -1.35672 -2.83116
H -7.43776 -1.60710 -4.56717
H -6.79638 -2.16823 -6.89588
H -4.40601 -2.47732 -7.45874
H -2.66654 -2.22631 -5.71086
H 3.01055 -1.93306 0.22423
H 5.25074 -0.87438 0.01924
H 6.12956 -1.02055 -2.23987
H 4.60288 -1.33057 -4.18800
H 2.19657 -1.67710 -3.86498
Br -1.64812 -0.82218 5.11899
C -0.08434 -0.19636 4.27154
C 0.85809 0.49988 4.98579
C 2.02048 0.94597 4.35212
Br 3.29117 1.88002 5.41906
C 2.24715 0.72598 3.00883
C 3.40830 1.18900 2.25907
C 3.52033 0.93361 0.96090
C 2.51211 0.16121 0.16316
N 1.33244 -0.24778 0.93670
C 1.25745 0.04176 2.28315
C 0.10122 -0.49494 2.90265
O -0.70822 -1.20745 2.20320
H 0.70844 0.69371 6.03800
H 4.16719 1.75983 2.77638
H 4.37172 1.30486 0.40421
H 2.16180 0.80986 -0.65019
O -0.16352 -3.67443 0.00678
S 1.14470 -4.15092 0.65613
O 0.95227 -5.33412 1.44105
O 1.38090 -2.90296 1.54022
O 2.20775 -4.21643 -0.32928
```

Calculated values
2S+1: 2
Total energy in hartree: -7536.70544
LUMO level (alpha / beta) in eV: 1.17 / 0.93
Charge: -1

Electronic structure analysis, natural (NBO) charges in units of e:
1 Ru 0.9159
2 S -0.1210
3 C 0.1868
4 N -0.2186
5 N -0.3594
6 C 0.2307
7 C -0.2699
8 C -0.1965
9 C -0.2500
10 C -0.1906
11 C -0.2700
12 N -0.2822
13 N -0.2447
14 C 0.3943
15 C -0.3745
16 C -0.1064
17 C -0.2587
18 C -0.1679
19 C -0.2530
20 H 0.3965
21 H 0.2134
22 H 0.2093
23 H 0.2072
24 H 0.2088
25 H 0.2435
26 H 0.3215
27 H 0.2133
28 H 0.2094
29 H 0.2073
30 H 0.2471
31 Br 0.0644
32 C -0.1502
33 C -0.2497
34 C -0.0875
35 Br 0.0184
36 C -0.1059
37 C -0.1881
38 C -0.1807
39 C -0.0683
40 N -0.3117
41 C 0.0459
42 C 0.3988
43 O -0.6173
44 H 0.2336
45 H 0.2240
46 H 0.2147
47 H 0.2181
48 O -0.9378
49 S 2.5664
50 O -0.9664
51 O -0.9422
52 O -1.0203